a | Computed, not measured: a single C3H6N2S molecule, with ωB97M-V with the def2-TZVPD basis set.

The geometry in XYZ format:
```
12
Properties=species:S:1:pos:R:3:nbo_charge:R:1
C 1.3062 0.3507 -0.6069 -0.624
C 0.0502 -0.3536 -0.2696 -0.141
C -1.0239 0.6051 0.2998 -0.543
S -2.0129 -0.4496 1.4886 0.312
N -0.8401 -1.6844 1.4258 -0.227
N 0.0258 -1.5198 0.5958 -0.132
H 1.2179 0.9883 -1.4749 0.225
H 1.8943 1.0599 0.0239 0.227
H 2.0062 -0.5012 -0.9329 0.228
H -0.2539 -0.7741 -1.1954 0.218
H -0.6562 1.2432 1.0442 0.220
H -1.7136 1.0355 -0.3983 0.238
```

As for the orbital gap: 9.86 eV. Its structure (SMILES) is C[C@@H]1CSN=N1.

b | Computed, not measured: a single C3H6N2S molecule, with ωB97M-V with the def2-TZVPD basis set.

The geometry in XYZ format:
```
12
Properties=species:S:1:pos:R:3:nbo_charge:R:1
N 0.4363 1.0287 -1.7577 -0.752
C 0.1571 0.8972 -0.4599 0.143
S 0.0953 2.0941 0.7381 -0.218
C -0.2299 -0.5207 -0.0875 -0.193
C 0.1975 -1.0904 1.2600 -0.229
N -1.2222 -0.8137 1.0239 -0.551
H 0.3242 0.2423 -2.4087 0.401
H 0.7939 1.8833 -2.1290 0.412
H -0.3318 -1.2398 -0.8907 0.200
H 0.7516 -0.4531 1.9405 0.215
H 0.4882 -2.1370 1.4114 0.202
H -1.4603 0.1091 1.3596 0.370
```

As for the orbital gap: 9.27 eV. Its structure (SMILES) is NC(=S)[C@H]1CN1.

c | Computed, not measured: a single C3H6N2S molecule, with ωB97M-V with the def2-TZVPD basis set.

The geometry in XYZ format:
```
12
Properties=species:S:1:pos:R:3:nbo_charge:R:1
H -1.1834 1.9409 0.1243 0.351
N -0.2645 1.5843 0.0998 -0.651
C -0.1803 0.3394 0.0332 0.378
C 1.1382 -0.4773 0.0445 -0.276
C 2.3892 -0.0308 -0.2810 -0.319
N -1.2790 -0.4686 0.4140 -0.743
S -2.7387 -0.0252 -0.3381 0.126
H 0.9458 -1.5247 0.0871 0.196
H 3.2973 -0.8495 -0.3187 0.210
H 2.6699 1.0257 -0.5460 0.227
H -1.1244 -1.3588 -0.0870 0.368
H -3.6702 -0.1553 0.7679 0.133
```

As for the orbital gap: 9.98 eV. Its structure (SMILES) is [H]/N=C(/C=C)NS.

Which structure is most stable? b, by 1.012 eV over the runner-up.